Density functional theory data (the ωB97M-V functional and the def2-TZVPD basis) for the molecule C5H10NP.

The geometry in XYZ format:
```
17
Properties=species:S:1:pos:R:3:forces:R:3:mulliken_spin:R:1
C 1.306756 -1.657945 0.876245 0.4130 -1.0701 1.9608 0.1763
C 0.836573 -0.736326 0.032272 -0.4966 -1.5680 -0.8868 -0.0082
C -0.373768 -0.006511 0.359783 -0.0164 -3.6269 -4.8481 0.4857
C 1.491891 -0.887351 -1.333374 0.8969 0.8749 0.2161 0.0185
C -1.171942 1.648632 1.944734 -2.0326 0.8491 2.5612 0.0301
N -0.316591 0.764228 1.318606 -1.9427 3.2174 2.6633 0.8646
P -2.070113 -0.493513 -0.988654 1.1716 1.9378 2.1449 0.3106
H 2.069716 -2.315108 0.546103 0.9921 -0.2168 -0.5890 0.0059
H 1.038477 -2.047477 1.877986 -0.6369 1.2884 -0.5064 -0.0102
H 0.970721 -0.638709 -2.226501 -1.0545 0.4415 -0.4369 0.0035
H 1.690024 -1.932422 -1.373716 0.5519 -0.7016 -0.5668 -0.0077
H 2.452387 -0.325767 -1.427283 -0.6047 -0.3585 0.3653 0.0020
H -2.111358 1.896367 1.310512 1.5202 -0.5694 0.5922 0.0447
H -0.701314 2.631672 2.180919 -0.1637 -0.6169 -0.1933 0.0305
H -1.597113 1.234348 2.981567 0.7605 0.7578 -1.9464 0.0301
H -1.607459 -1.722727 -1.406043 0.6077 -0.6787 -0.0758 0.0082
H -1.525377 0.194227 -2.077461 0.0342 0.0399 -0.4543 0.0154
```
Positions in Å, forces in eV/Å.

Computed properties:
E_LUMO (alpha / beta) in eV: 0.795 / -2.275
Orbital gap (alpha / beta) in eV: 5.6 / 6.4
2S+1: 3
ΔE to the lowest compared entry with this formula, charge and spin in kcal/mol: 82.2
Electronic energy in a.u.: -592.35551

***

Density functional theory data (the ωB97M-V functional and the def2-TZVPD basis) for a cluster of 3 separate species, C4H8O in total.

The geometry in XYZ format:
```
13
Properties=species:S:1:pos:R:3:forces:R:3:mulliken_charge:R:1
C -0.502225 0.919419 -1.055797 -0.0829 -0.2205 -0.1635 -0.4844
C -1.044436 -0.250437 -1.154555 0.1375 0.2175 -0.1229 -0.2724
C -1.388954 0.515728 0.088986 -0.1666 0.0397 0.2849 -0.4281
H 0.114345 1.697128 -1.481784 -0.1054 -0.1387 0.0653 0.4260
H -1.202815 -1.163963 -1.708864 0.0456 0.1973 0.1084 0.3716
H -0.947901 0.212206 1.044270 -0.0502 0.0559 -0.1995 0.1875
H -2.380613 0.964633 0.188087 0.1512 -0.0727 -0.0384 0.2184
H 0.185473 -2.111074 0.833771 -0.0871 -0.0980 -0.0338 -0.1371
H -0.434924 -2.384165 0.525934 0.0506 -0.0357 0.0487 0.1397
C 1.900453 0.404533 0.674648 0.0059 -0.2308 0.2167 -0.1689
O 1.765354 -0.530037 1.424124 0.1222 0.5139 -0.3509 -0.4055
H 2.473230 0.326249 -0.272104 -0.0769 -0.0657 0.1617 0.2612
H 1.463010 1.399777 0.893282 0.0562 -0.1622 0.0232 0.2920
```
Positions in Å, forces in eV/Å.

Computed properties:
E_LUMO in eV: 0.751
Orbital gap in eV: 10.4
2S+1: 1
ΔE to the lowest compared entry with this formula, charge and spin in kcal/mol: 106.4
SMILES: C1=CC1.[H][H].C=O
Electronic energy in a.u.: -232.27612

***

Density functional theory data (the ωB97M-V functional and the def2-TZVPD basis) for a cluster of 2 separate species, C5H13NO2 in total.

The geometry in XYZ format:
```
21
Properties=species:S:1:pos:R:3:forces:R:3:mulliken_charge:R:1
C -0.164098 0.619077 0.488313 -2.0474 -0.3413 0.7692 1.1063
C -0.472643 -0.647314 -0.177088 3.6098 0.1353 -1.1721 0.2798
C 2.082995 -1.339979 0.134169 0.1625 0.0761 0.2012 -0.7162
C 0.033207 1.886206 -0.285924 -0.2319 0.1148 -0.1252 -1.6505
C -1.201600 -0.738276 -1.492762 -0.1155 0.1268 0.1148 -1.6318
N 0.307012 0.592621 1.754618 -0.0080 -0.0651 -0.3721 -0.3879
O 1.203888 -0.662782 -0.716351 -1.4011 -0.5419 0.1518 -0.5127
O -2.050612 0.241383 0.881847 0.1640 0.6961 0.1971 -0.7838
H -2.708548 0.476074 0.215439 0.0895 0.0926 0.0346 0.2348
H -0.512152 -1.526971 0.452282 -0.0692 0.1121 0.0983 0.5557
H -0.057523 -0.148271 2.338274 0.0479 0.0762 -0.0835 0.2481
H 0.395800 1.480612 2.226179 -0.0127 -0.0711 -0.1129 0.2347
H 2.315815 -0.763827 1.045433 -0.1491 -0.1177 -0.0330 0.2796
H 1.710186 -2.329782 0.438879 0.0266 0.0441 -0.0448 0.2561
H 3.043389 -1.482226 -0.375832 -0.1683 -0.0570 -0.1122 0.2747
H 0.844116 2.484664 0.133892 -0.0981 -0.1127 0.1023 0.4468
H 0.288672 1.687731 -1.324887 -0.0469 -0.1420 0.0919 0.3198
H -0.893008 2.463581 -0.254113 0.1066 0.0058 0.0452 0.3474
H -2.147147 -1.262439 -1.350459 0.0880 -0.0160 -0.0101 0.3939
H -1.429996 0.241750 -1.913059 0.0660 0.0226 0.0960 0.3042
H -0.587753 -1.271833 -2.218852 -0.0127 -0.0380 0.1636 0.4009
```
Positions in Å, forces in eV/Å.

Computed properties:
E_LUMO in eV: 0.923
Orbital gap in eV: 9.4
2S+1: 1
ΔE to the lowest compared entry with this formula, charge and spin in kcal/mol: 90.6
Electronic energy in a.u.: -403.43228